# 1
Here is C35H47F10IrN8OP as an isolated structure at a distorted geometry from OMol25. Energies are from ωB97M-V/def2-TZVPD.

Properties
Orbital gap (eV): 5.75
HOMO (eV): -3.64
Charge: -1
Maximum force (eV Å⁻¹): 1.3
Molar mass (g mol⁻¹): 1008.99

Geometry (Å):
1 Ir -0.44811 0.39607 -0.41001
2 C 0.97442 -3.64056 1.28811
3 N 0.21688 -2.56250 0.72318
4 C -0.32693 -2.78434 -0.59250
5 C 0.59478 -2.23327 -1.67785
6 N 1.04206 -0.89211 -1.32161
7 C 2.20850 -0.52328 -1.89922
8 C 2.65856 -0.93171 -3.17389
9 F 1.83950 -1.65548 -3.98569
10 C 3.87695 -0.56544 -3.72252
11 F 4.20124 -0.98880 -4.95849
12 C 4.73160 0.26820 -3.04015
13 F 5.91170 0.64348 -3.57079
14 C 4.33630 0.71887 -1.78791
15 F 5.16941 1.50429 -1.08816
16 C 3.13694 0.32702 -1.23840
17 F 2.87180 0.74643 -0.00130
18 C -0.54636 -1.76120 1.64643
19 C 0.23086 -0.61851 2.29769
20 N 0.48421 0.56828 1.46559
21 C 0.75904 1.67026 2.16251
22 C 0.96559 1.81477 3.57298
23 F 1.05819 0.75790 4.43307
24 C 1.11623 3.03439 4.21522
25 F 1.23986 3.04862 5.55622
26 C 1.13133 4.22917 3.52884
27 F 1.23851 5.41492 4.16128
28 C 1.04092 4.14063 2.15111
29 F 1.10452 5.26147 1.41009
30 C 0.90513 2.92625 1.51571
31 F 0.91095 2.98275 0.15376
32 H 0.34519 -4.49673 1.60308
33 H 1.53078 -3.29617 2.16167
34 H 1.70470 -4.00843 0.56430
35 H -1.27466 -2.25603 -0.67274
36 H -0.54376 -3.84823 -0.78260
37 H 0.06292 -2.30535 -2.63982
38 H 1.47213 -2.88929 -1.76732
39 H -0.94940 -2.37996 2.46821
40 H -1.42196 -1.34238 1.13264
41 H 1.17295 -1.02476 2.68539
42 H -0.37812 -0.33679 3.15874
43 N -1.95818 -0.09190 -4.25393
44 C -1.29853 0.29397 -3.14441
45 O -1.68338 -0.10058 -2.03551
46 C -0.13310 1.21468 -3.23376
47 C 0.24804 1.69548 -1.81895
48 H -2.63608 -0.83158 -4.16611
49 H -1.54667 0.07651 -5.15401
50 H -0.38108 2.04051 -3.91048
51 H 0.68292 0.66083 -3.70711
52 H -0.21927 2.66290 -1.63094
53 H 1.32815 1.83943 -1.77610
54 N -1.98454 1.35461 0.42784
55 P -3.25070 1.97922 0.93938
56 N -4.75285 1.24681 0.62928
57 C -4.87134 -0.15321 0.99156
58 C -4.66798 -1.08491 -0.20125
59 C -5.56439 -0.69559 -1.37513
60 C -5.38440 0.78331 -1.70938
61 C -5.63091 1.62399 -0.46030
62 N -3.32214 2.06033 2.61201
63 C -2.06638 1.98188 3.36580
64 C -2.16866 2.79505 4.64651
65 C -3.25394 2.21788 5.56724
66 C -4.40602 1.61629 4.74257
67 C -4.52252 2.31425 3.39235
68 N -3.55872 3.58457 0.41852
69 C -3.15222 3.83275 -0.97505
70 C -1.85456 4.62720 -1.04484
71 C -2.06043 6.03064 -0.46174
72 C -3.11856 5.98741 0.65057
73 C -3.11092 4.63446 1.34661
74 H -5.86730 -0.32728 1.43044
75 H -4.13198 -0.37374 1.76511
76 H -4.86072 -2.11790 0.10510
77 H -3.62425 -1.02018 -0.51342
78 H -6.61410 -0.87911 -1.11214
79 H -5.34069 -1.32273 -2.24348
80 H -6.06000 1.09153 -2.51432
81 H -4.35734 0.95306 -2.03972
82 H -6.67168 1.46723 -0.13066
83 H -5.52132 2.68798 -0.65919
84 H -1.25335 2.33733 2.73409
85 H -1.82642 0.93929 3.61595
86 H -2.40658 3.83000 4.38304
87 H -1.19973 2.81175 5.15006
88 H -3.63212 3.00005 6.23077
89 H -2.82004 1.44628 6.20767
90 H -5.35265 1.68347 5.28378
91 H -4.21799 0.55513 4.55741
92 H -4.68316 3.39094 3.56663
93 H -5.38576 1.95772 2.83135
94 H -3.95022 4.37234 -1.50555
95 H -3.02051 2.86854 -1.47051
96 H -1.49179 4.67785 -2.07428
97 H -1.10597 4.08061 -0.46598
98 H -2.37251 6.72881 -1.24329
99 H -1.11460 6.40488 -0.06343
100 H -4.11733 6.15482 0.23696
101 H -2.94228 6.77647 1.38473
102 H -3.78026 4.65977 2.20636
103 H -2.09820 4.43901 1.73178


# 2
Here is C35H48AsO2P3Re as an isolated structure at a distorted geometry from OMol25. Energies are from ωB97M-V/def2-TZVPD.

Properties
Orbital gap (alpha / beta) (eV): 4.49 / 3.58
HOMO (alpha / beta) (eV): -18.61 / -18.60
Charge: +4
Maximum force (eV Å⁻¹): 4.7
Spin multiplicity: 4
Molar mass (g mol⁻¹): 854.82

Geometry (Å):
1 P 2.47778 -0.23716 -1.40447
2 C 3.33758 -0.52326 0.27513
3 H 4.42098 -0.55606 0.16083
4 H 3.03228 -1.47436 0.71063
5 H 3.10818 0.26814 0.98673
6 C 3.27948 -1.79796 -2.13327
7 H 3.30048 -1.77736 -3.22127
8 H 2.73078 -2.68236 -1.80877
9 H 4.31268 -1.89826 -1.80087
10 C 3.74278 1.08984 -1.90677
11 H 4.75398 0.68344 -1.89137
12 H 3.70798 1.92494 -1.20727
13 H 3.55448 1.48834 -2.90137
14 P -0.82842 3.00014 -1.87147
15 C -0.92522 4.19754 -0.38837
16 H -1.43812 5.11954 -0.66127
17 H 0.07188 4.47474 -0.04747
18 H -1.46472 3.76044 0.45013
19 C 0.08568 4.29714 -2.91687
20 H 0.00308 4.09584 -3.98337
21 H 1.14098 4.31684 -2.64297
22 H -0.32612 5.29274 -2.75207
23 C -2.63322 3.34214 -2.36037
24 H -2.79022 4.40624 -2.53617
25 H -3.30382 3.03364 -1.55837
26 H -2.92922 2.80504 -3.25897
27 P -2.00992 -1.46656 -1.40527
28 C -2.92102 -1.84066 0.22963
29 H -3.48472 -2.77106 0.16063
30 H -3.63412 -1.05176 0.46723
31 H -2.22872 -1.94016 1.06423
32 C -3.64042 -1.50086 -2.37977
33 H -4.29802 -2.28996 -2.01547
34 H -3.47802 -1.69106 -3.43917
35 H -4.15822 -0.54796 -2.26867
36 C -1.44142 -3.27236 -1.57727
37 H -2.29792 -3.94656 -1.58577
38 H -0.80812 -3.54816 -0.73407
39 H -0.86862 -3.44376 -2.48597
40 Re -0.12272 0.44804 -1.41057
41 C 0.99828 1.76464 -0.08457
42 O 1.58168 2.43024 0.63393
43 C -1.74922 1.02854 -0.08047
44 O -2.57682 1.34624 0.63613
45 C -1.37582 0.12974 -4.75867
46 C -0.71052 -1.05096 -4.72877
47 C 0.61168 -1.11976 -4.55167
48 C 1.30208 0.02294 -4.78777
49 C 0.71218 1.22124 -4.81277
50 C -0.63232 1.21644 -4.98377
51 H -2.44322 0.17804 -4.89997
52 H -1.25992 -1.96906 -4.85307
53 H 1.09348 -2.08376 -4.52867
54 H 2.36408 -0.02876 -4.95987
55 H 1.30738 2.10174 -4.99407
56 H -1.12562 2.11594 -5.31217
57 C 0.93928 3.24644 4.32923
58 C 1.98678 2.38834 4.00323
59 C 1.76648 1.26914 3.19073
60 C 0.47678 0.95194 2.68583
61 C -0.54542 1.88124 3.01723
62 C -0.32652 2.99354 3.82863
63 As 0.03788 -0.59236 1.37213
64 C 1.33598 -1.99836 1.98433
65 C 1.50738 -3.20166 1.27363
66 C 2.39838 -4.18726 1.73493
67 C 3.11298 -3.99906 2.92003
68 C 2.93208 -2.83626 3.65583
69 C 2.05308 -1.86146 3.20513
70 C -1.42172 -0.90726 2.88783
71 C -1.09512 -1.87366 3.88183
72 C -1.96132 -2.23466 4.91723
73 C -3.21642 -1.65926 5.01113
74 C -3.60222 -0.72866 4.06443
75 C -2.73532 -0.36246 3.02923
76 H 1.10968 4.11704 4.95113
77 H 2.98108 2.60964 4.37033
78 H 2.63648 0.69134 2.96023
79 H -1.53722 1.78344 2.65303
80 H -1.14662 3.66374 4.05973
81 H 0.98028 -3.36906 0.35953
82 H 2.53378 -5.09936 1.17743
83 H 3.79698 -4.75536 3.28223
84 H 3.46028 -2.69156 4.59453
85 H 1.91438 -1.03486 3.86283
86 H -0.17592 -2.40376 3.89643
87 H -1.65742 -2.97806 5.64393
88 H -3.89222 -1.94826 5.80593
89 H -4.59212 -0.29136 4.12263
90 H -3.18172 0.32744 2.38343


# 3
Here is C35H48IN3O3RbSi3 as an isolated structure at a distorted geometry from OMol25. Energies are from ωB97M-V/def2-TZVPD.

Properties
Orbital gap (eV): 5.38
HOMO (eV): -4.01
Charge: -1
Maximum force (eV Å⁻¹): 1.5
Molar mass (g mol⁻¹): 855.42

Geometry (Å):
1 Rb 0.20767 0.55355 0.60809
2 C -3.42836 -1.26555 2.49445
3 C -2.55597 -2.12813 1.61796
4 C -2.93880 -2.48988 0.32846
5 C -2.09552 -3.22989 -0.49368
6 C -0.85160 -3.63247 -0.03053
7 C -0.46411 -3.29261 1.26188
8 C -1.31004 -2.55022 2.07727
9 H -2.98668 -0.27133 2.60428
10 H -3.51776 -1.68941 3.49690
11 H -4.42861 -1.15676 2.07507
12 H -3.90563 -2.17622 -0.04693
13 H -2.40825 -3.48016 -1.50021
14 H -0.18692 -4.20115 -0.66971
15 H 0.50798 -3.59774 1.63220
16 H -0.98494 -2.25979 3.07180
17 C 3.25054 -2.96151 4.66963
18 C 4.47900 -2.87255 4.01429
19 C 4.57101 -2.23445 2.79111
20 C 3.42928 -1.67856 2.22016
21 C 2.21394 -1.76486 2.86756
22 C 2.11959 -2.41003 4.09468
23 N 3.40723 -0.96947 0.96232
24 N 4.44958 -1.05668 0.33948
25 C 4.48419 -0.37801 -0.93665
26 C 5.71604 -0.34812 -1.55088
27 C 5.81728 0.25832 -2.79482
28 C 4.67877 0.78874 -3.35795
29 C 3.48290 0.68951 -2.64996
30 N 3.38090 0.11964 -1.45747
31 H 3.18496 -3.44806 5.63477
32 H 5.36714 -3.29630 4.46744
33 H 5.51578 -2.14913 2.27026
34 H 1.32880 -1.31336 2.44345
35 H 1.16200 -2.45649 4.59972
36 H 6.56500 -0.79751 -1.05242
37 H 6.76836 0.30788 -3.30864
38 H 4.69403 1.27918 -4.32246
39 H 2.56683 1.08048 -3.05985
40 C -4.20001 0.88823 -0.42083
41 O -2.84748 1.09100 -0.76002
42 Si -2.30518 2.55730 -1.40129
43 C -3.73185 3.23348 -2.44434
44 C -2.20083 3.71687 0.06526
45 C -0.80995 2.24226 -2.31475
46 Si 0.24336 3.70047 -2.36714
47 C 1.64190 3.79094 -3.65320
48 C 1.06738 4.10826 -0.70590
49 C -0.72272 5.27060 -2.82235
50 Si -0.96349 0.94971 -3.54917
51 C -0.92170 1.57299 -5.33710
52 C 0.29022 -0.49025 -3.54266
53 C -2.58300 -0.02904 -3.48614
54 H -4.84493 0.89309 -1.30738
55 H -4.57479 1.65177 0.27405
56 H -4.29737 -0.08071 0.06508
57 H -4.55803 3.66342 -1.86149
58 H -4.14720 2.45365 -3.09150
59 H -3.32971 4.01466 -3.09688
60 H -3.18610 3.81387 0.53603
61 H -1.87789 4.71975 -0.23641
62 H -1.49428 3.35481 0.82310
63 H 2.59710 3.44711 -3.26288
64 H 1.77522 4.84208 -3.93459
65 H 1.41358 3.23070 -4.56610
66 H 1.19504 3.22330 -0.06777
67 H 0.44596 4.79766 -0.12529
68 H 2.04743 4.58215 -0.84143
69 H -1.07073 5.19120 -3.86018
70 H -0.10263 6.17319 -2.73697
71 H -1.60559 5.41059 -2.18946
72 H -0.00041 2.11526 -5.57329
73 H -1.76166 2.25647 -5.50982
74 H -1.00712 0.73619 -6.04450
75 H 1.07260 -0.37219 -4.30335
76 H -0.24238 -1.42105 -3.77439
77 H 0.78411 -0.62552 -2.57657
78 H -3.47093 0.60835 -3.51676
79 H -2.63952 -0.63060 -2.57364
80 H -2.61837 -0.70244 -4.35215
81 I 5.00096 1.93316 7.69826
82 C 3.49424 1.74387 6.25579
83 C 2.22029 1.36243 6.65031
84 C 1.22916 1.23303 5.68442
85 C 1.49576 1.50779 4.35026
86 C 2.77744 1.90011 3.98106
87 C 3.78977 2.00716 4.92584
88 C 0.41247 1.36584 3.30161
89 O -0.25622 0.29606 3.31320
90 O 0.31513 2.30939 2.48053
91 H 2.00540 1.15611 7.68988
92 H 0.23649 0.90015 5.96503
93 H 2.98142 2.12506 2.94043
94 H 4.78931 2.29654 4.63003


Question: The lowest maximum force belongs to which entry?
Answer: C35H47F10IrN8OP


Question: What is the molar mass in the third record?
Answer: 855.42 g mol⁻¹